A structure of composition C42H29CoF6N2O7S3Sb at a distorted geometry, computed with ωB97M-V with the def2-TZVPD basis set.

Last column: Löwdin charge in e.
Positions of all 91 atoms, in Å:
Co: -2.5181 -2.6737 -0.7629  0.567
O: -7.8711 -4.9774 -1.1457  0.077
C: -6.6347 -4.4267 -1.0974  -0.264
C: -5.9064 -4.1645 -2.2597  0.088
C: -4.6613 -3.5962 -2.1157  -0.130
N: -4.2140 -3.3300 -0.9032  0.048
C: -4.8622 -3.5756 0.2237  -0.102
C: -6.1161 -4.1378 0.1672  0.106
C: -4.0251 -3.1858 1.4393  -0.538
O: -4.4858 -3.2701 2.5532  0.095
O: -2.8337 -2.7795 1.1045  -0.072
C: -3.6436 -3.2229 -3.1883  -0.545
O: -3.8951 -3.4036 -4.3609  0.076
O: -2.5532 -2.7342 -2.6830  -0.055
H: -8.1166 -5.1325 -2.0641  0.111
H: -6.2833 -4.3854 -3.2502  0.134
H: -6.6686 -4.3526 1.0699  0.138
C: 5.8091 -3.1563 -0.2666  -0.044
C: 4.3888 -2.6711 -0.1710  -0.262
C: 3.4857 -2.9108 -1.2060  -0.017
C: 2.1705 -2.4895 -1.1205  -0.040
C: 1.7650 -1.8155 0.0206  -0.350
C: 2.6280 -1.5968 1.0817  -0.072
C: 3.9447 -2.0146 0.9719  -0.047
S: 0.0999 -1.2288 0.1828  1.144
O: -0.6171 -2.2635 -0.6778  -0.531
C: 0.2726 0.2579 -0.8316  -0.261
C: -0.2334 0.2199 -2.1490  -0.026
C: -0.0770 1.3142 -2.9436  0.007
C: 0.5914 2.4747 -2.4714  -0.156
C: 0.7340 3.6228 -3.2890  -0.030
C: 1.3323 4.7519 -2.8102  -0.080
C: 1.8153 4.7896 -1.4850  -0.073
C: 1.6992 3.6969 -0.6749  -0.024
C: 1.0932 2.5066 -1.1489  -0.151
C: 0.9109 1.3619 -0.3115  -0.158
C: 1.4997 1.3416 1.0665  -0.161
C: 2.9091 1.1117 1.1681  -0.143
C: 3.7067 0.8479 0.0235  -0.017
C: 5.0401 0.5847 0.1442  -0.075
C: 5.6552 0.5677 1.4149  -0.091
C: 4.9112 0.7997 2.5341  -0.037
C: 3.5223 1.0672 2.4407  -0.173
C: 2.7251 1.2522 3.5937  -0.010
C: 1.3839 1.4575 3.4867  -0.046
C: 0.7670 1.5172 2.2178  -0.276
S: -1.0425 1.7078 2.2767  1.043
O: -1.3508 1.7423 3.7281  -0.510
C: -1.0572 3.4476 1.7701  -0.342
C: -1.1238 4.3679 2.8081  -0.064
C: -1.2612 5.7150 2.5234  -0.035
C: -1.3759 6.1595 1.2089  -0.275
C: -1.5797 7.6149 0.8937  -0.054
C: -1.3454 5.2140 0.1942  -0.039
C: -1.2302 3.8531 0.4539  -0.054
H: 6.1096 -3.2970 -1.3045  0.075
H: 5.9233 -4.1146 0.2446  0.086
H: 6.4982 -2.4504 0.1981  0.070
H: 3.8165 -3.4467 -2.0876  0.117
H: 1.4557 -2.7029 -1.9046  0.123
H: 2.2734 -1.1135 1.9841  0.120
H: 4.6314 -1.8351 1.7910  0.116
H: -0.7783 -0.6529 -2.4858  0.107
H: -0.4830 1.3148 -3.9478  0.122
H: 0.3466 3.5873 -4.3002  0.113
H: 1.4297 5.6251 -3.4427  0.101
H: 2.2719 5.6947 -1.1055  0.105
H: 2.0585 3.7376 0.3448  0.127
H: 3.2413 0.8346 -0.9534  0.130
H: 5.6284 0.3743 -0.7399  0.113
H: 6.7145 0.3602 1.4977  0.105
H: 5.3673 0.7739 3.5169  0.114
H: 3.1972 1.2205 4.5688  0.117
H: 0.7535 1.5902 4.3564  0.106
H: -1.0826 4.0078 3.8280  0.106
H: -1.2897 6.4320 3.3367  0.112
H: -1.1541 8.2552 1.6670  0.074
H: -2.6458 7.8408 0.8183  0.084
H: -1.1222 7.8778 -0.0606  0.074
H: -1.4519 5.5350 -0.8361  0.117
H: -0.8712 3.2447 -0.3603  0.095
F: -1.8570 -4.4974 -0.7848  -0.315
Sb: -0.7063 -5.6417 0.3646  1.416
F: -0.1587 -4.1483 1.3715  -0.333
F: 0.6854 -5.2912 -0.8582  -0.342
F: 0.3551 -6.8001 1.4005  -0.361
F: -1.2910 -7.0617 -0.7257  -0.355
F: -2.2165 -5.8656 1.4612  -0.332
S: -5.5228 0.0732 -2.0717  0.531
C: -4.1742 -0.4122 -1.3177  -0.885
N: -3.2299 -0.9189 -0.8373  0.046

The calculation puts the HOMO energy at -0.2190 Ha. The net charge is -1. The value obtained for the total energy is -5671.201608 Ha. For the LUMO energy, the calculation gives 1.55 eV. Its gap between HOMO and LUMO is 0.2760 Ha.

***

A structure of composition C42H29LaN3O11PS at a distorted geometry, computed with ωB97M-V with the def2-TZVPD basis set.

Last column: Löwdin charge in e.
Positions of all 88 atoms, in Å:
La: -0.3402 0.1587 0.0810  2.047
O: 1.6433 -0.8775 0.5206  -0.487
C: 1.5374 -2.0795 1.2072  -0.440
C: 2.4232 -3.1044 0.5084  -0.157
C: 3.6122 -3.6340 1.0067  -0.051
C: 4.3106 -4.5998 0.2957  -0.097
C: 3.8204 -5.0451 -0.9249  -0.097
C: 2.6829 -4.4560 -1.4608  -0.098
C: 1.9907 -3.4599 -0.7719  -0.249
P: 0.6879 -2.3561 -1.5614  1.126
C: -0.5032 -3.5861 -2.2518  -0.337
C: -1.6016 -3.0674 -2.9462  -0.089
C: -2.6229 -3.8972 -3.3866  -0.076
C: -2.5859 -5.2602 -3.1116  -0.110
C: -1.5253 -5.7824 -2.3852  -0.105
C: -0.4931 -4.9505 -1.9568  -0.093
C: 1.8257 -1.9565 -2.9726  -0.341
C: 2.6537 -0.8443 -2.7991  -0.089
C: 3.6187 -0.5179 -3.7421  -0.086
C: 3.7723 -1.3037 -4.8772  -0.107
C: 2.9478 -2.4037 -5.0642  -0.093
C: 1.9806 -2.7246 -4.1180  -0.113
H: 4.0016 -3.2894 1.9572  0.108
H: 5.2309 -5.0107 0.7000  0.092
H: 4.3456 -5.8175 -1.4793  0.092
H: 2.3491 -4.7671 -2.4424  0.097
H: -1.6517 -2.0008 -3.1284  0.091
H: -3.4603 -3.4751 -3.9309  0.103
H: -3.3903 -5.9081 -3.4456  0.090
H: -1.5020 -6.8395 -2.1402  0.089
H: 0.3155 -5.3690 -1.3729  0.085
H: 2.5456 -0.2443 -1.9055  0.092
H: 4.2419 0.3576 -3.5972  0.095
H: 4.5194 -1.0495 -5.6214  0.090
H: 3.0411 -3.0046 -5.9619  0.098
H: 1.3108 -3.5575 -4.2997  0.102
O: -2.5880 3.2201 -1.9099  0.013
C: -2.2183 2.0641 -2.1227  -0.601
O: -1.9869 1.1660 -1.2284  -0.256
C: -2.0217 1.6669 -3.5528  -0.050
C: -2.7612 2.3559 -4.4708  0.052
C: -2.6503 2.0985 -5.8387  -0.166
C: -1.7845 1.1119 -6.2660  0.043
C: -1.0678 0.3869 -5.3521  -0.063
C: -1.0713 0.6348 -3.9167  -0.293
O: -0.3023 0.0742 -3.0814  -0.087
N: -0.3477 -0.7402 -5.9520  -0.339
O: -0.5323 -1.8348 -5.4589  0.071
O: 0.4193 -0.5348 -6.8847  0.051
N: -3.4528 2.8138 -6.8012  -0.372
O: -3.3253 2.5515 -7.9968  0.011
O: -4.2382 3.6646 -6.3995  0.030
H: -3.4280 3.1298 -4.1209  0.125
H: -1.7033 0.8811 -7.3162  0.124
C: -1.5106 4.5072 1.5738  -0.100
C: -1.4852 4.4567 2.9619  -0.120
C: -0.8510 3.3892 3.5772  -0.077
C: -0.2516 2.3759 2.8173  -0.234
C: -0.3089 2.3587 1.4073  -0.211
C: -0.9497 3.4719 0.8353  -0.141
C: 0.4298 1.2679 3.5313  -0.211
C: 0.7148 1.3614 4.9305  -0.010
C: 1.1825 0.2838 5.5961  -0.028
C: 1.4549 -0.9151 4.8972  -0.166
C: 1.8369 -2.0950 5.5640  -0.063
C: 2.0473 -3.2311 4.8421  -0.089
C: 1.9576 -3.1930 3.4348  -0.055
C: 1.6654 -2.0445 2.7337  -0.083
C: 1.3087 -0.8860 3.4878  -0.146
N: 0.7649 0.1945 2.8487  0.139
H: -1.9984 5.3330 1.0617  0.094
H: -1.9676 5.2235 3.5580  0.083
H: -0.8663 3.3454 4.6618  0.081
H: -1.0550 3.5388 -0.2427  0.060
H: 0.5467 2.2883 5.4561  0.092
H: 1.3496 0.3204 6.6677  0.108
H: 1.9234 -2.0872 6.6462  0.102
H: 2.2976 -4.1619 5.3373  0.094
H: 2.1179 -4.1125 2.8886  0.109
H: 0.5214 -2.5100 1.0805  0.101
C: -2.0223 -2.2907 3.1054  -0.126
S: -2.4929 -1.4882 1.5956  0.385
O: -3.8806 -1.8030 1.3921  -0.312
O: -2.1840 -0.0630 1.8112  -0.439
O: -1.5824 -2.0126 0.5506  -0.491
H: -2.3056 -1.6204 3.9211  0.070
H: -0.9414 -2.4580 3.1086  0.045
H: -2.5663 -3.2346 3.1663  0.062

The calculation puts the energy above the lowest of the compared OMol25 structures with the same formula, charge and spin at 0.0 kJ/mol. The calculation puts the HOMO energy at -0.1112 Ha. The net charge is -2. The value obtained for the total energy is -3381.037265 Ha. For the LUMO energy, the calculation gives 3.91 eV. Its gap between HOMO and LUMO is 0.2551 Ha.